Record 1
This record from the Open Molecules 2025 dataset describes C26H29ClIrN3O6Si2 as an isolated structure in a non-equilibrium geometry. The level of theory is ωB97M-V/def2-TZVPD.

```
! wB97M-V def2-TZVPD RIJCOSX def2/J DEFGRID3
* xyz -1 2
Ir 0.605 -0.067 0.523
O -2.740 -1.692 -5.387
C -2.474 -2.581 -4.592
O -2.782 -3.759 -4.488
C -1.508 -2.097 -3.428
C -0.555 -1.095 -3.716
C 0.121 -0.548 -2.647
N -0.011 -0.961 -1.401
C -0.760 -2.122 -1.114
C -1.646 -2.578 -2.174
C -0.515 -2.059 1.259
O -0.896 -1.849 2.397
O 0.722 -2.382 0.933
H -0.438 -0.724 -4.718
H 0.778 0.300 -2.791
H -2.394 -3.311 -1.921
C -0.181 2.180 2.812
Si -1.217 2.324 1.210
C -0.311 3.203 -0.231
C -2.682 3.467 1.681
N -1.486 0.701 0.666
C -2.616 0.000 0.502
C -3.890 0.608 0.502
C -5.051 -0.127 0.455
C -5.014 -1.513 0.411
C -3.783 -2.144 0.337
C -2.611 -1.416 0.335
N -1.382 -2.110 0.187
Si 0.848 -3.526 -0.596
C 0.099 -4.994 0.393
C 2.712 -3.061 -0.603
C 0.775 -4.288 -2.390
H 0.234 3.138 3.106
H 0.646 1.487 2.670
H -0.781 1.805 3.635
H -0.027 4.214 0.041
H -0.938 3.262 -1.117
H 0.588 2.656 -0.502
H -2.293 4.377 2.129
H -3.341 3.000 2.405
H -3.273 3.761 0.819
H -3.938 1.681 0.538
H -6.005 0.382 0.463
H -5.923 -2.097 0.412
H -3.734 -3.221 0.278
H 0.241 -4.889 1.462
H 0.550 -5.930 0.079
H -0.970 -5.074 0.216
H 3.026 -2.618 0.336
H 2.914 -2.339 -1.390
H 3.336 -3.926 -0.800
H -0.202 -4.676 -2.655
H 1.477 -5.116 -2.445
H 1.055 -3.570 -3.154
Cl 5.176 6.940 2.652
C 4.667 5.378 2.097
C 3.313 5.102 1.985
C 2.915 3.854 1.547
C 3.859 2.890 1.216
C 5.211 3.183 1.331
C 5.623 4.428 1.773
C 3.423 1.518 0.726
O 4.243 0.734 0.285
O 2.162 1.338 0.846
H 2.583 5.859 2.231
H 1.869 3.610 1.458
H 5.923 2.415 1.069
H 6.673 4.663 1.857
*
```

## Properties
* expectation value of S²: 0.862
* HOMO-LUMO gap (alpha / beta): 5.36 / 5.37 eV
* HOMO (alpha / beta): -5.258 / -5.245 eV

---

Record 2
This record from the Open Molecules 2025 dataset describes C35H42GeN2O5PW as an isolated structure. The level of theory is ωB97M-V/def2-TZVPD.

```
! wB97M-V def2-TZVPD RIJCOSX def2/J DEFGRID3
* xyz 2 2
W -0.789 -0.337 0.377
C -2.587 0.592 4.211
C -2.294 -0.263 3.027
O -1.465 0.202 2.155
C -2.867 -1.511 2.840
C -2.562 -2.391 1.809
C -3.223 -3.730 1.818
N -1.677 -2.124 0.801
N -1.474 -3.218 -0.035
C -0.772 -2.861 -1.054
O -0.381 -1.594 -1.137
C -0.376 -3.787 -2.117
C -0.745 -5.130 -2.047
C -0.358 -6.001 -3.050
C 0.393 -5.538 -4.124
C 0.758 -4.200 -4.198
C 0.376 -3.324 -3.196
H -1.820 1.353 4.329
H -2.668 -0.008 5.115
H -3.550 1.087 4.059
H -3.558 -1.856 3.594
H -3.936 -3.795 2.634
H -2.472 -4.513 1.919
H -3.723 -3.911 0.867
H -1.329 -5.481 -1.207
H -0.643 -7.042 -2.997
H 0.691 -6.221 -4.908
H 1.338 -3.842 -5.038
H 0.654 -2.279 -3.250
C -0.359 0.675 -3.330
Ge -0.027 1.234 -1.505
C -1.926 1.345 -0.464
C -3.123 0.753 -0.929
C -4.342 1.351 -0.675
C -4.382 2.569 0.001
C -3.213 3.181 0.439
C -1.989 2.562 0.234
C 0.908 2.908 -1.324
C 2.179 2.859 -0.803
C 2.989 4.014 -0.760
C 2.502 5.199 -1.228
C 1.195 5.293 -1.767
C 0.691 6.523 -2.255
C -0.566 6.605 -2.779
C -1.381 5.454 -2.839
C -0.920 4.256 -2.372
C 0.382 4.136 -1.827
H -0.988 1.410 -3.831
H -0.831 -0.304 -3.364
H 0.595 0.642 -3.856
H -3.091 -0.169 -1.502
H -5.257 0.890 -1.023
H -5.335 3.050 0.179
H -3.256 4.136 0.944
H -1.080 3.027 0.600
H 2.588 1.924 -0.441
H 3.995 3.952 -0.367
H 3.115 6.092 -1.200
H 1.323 7.401 -2.206
H -0.942 7.548 -3.152
H -2.376 5.525 -3.259
H -1.566 3.386 -2.419
C 2.807 -2.929 -0.312
C 2.860 -1.481 -0.728
O 2.766 -0.570 0.414
P 1.477 -0.361 1.289
O 1.453 -1.477 2.376
C 2.545 -2.182 3.051
C 2.119 -3.607 3.285
O 1.674 1.057 1.922
C 2.945 1.592 2.435
C 2.910 1.662 3.939
H 2.894 -3.559 -1.197
H 1.861 -3.176 0.176
H 3.630 -3.174 0.359
H 2.051 -1.227 -1.416
H 3.811 -1.225 -1.188
H 2.727 -1.657 3.987
H 3.435 -2.113 2.426
H 1.216 -3.645 3.893
H 2.910 -4.137 3.815
H 1.934 -4.121 2.342
H 3.021 2.583 1.992
H 3.761 0.977 2.056
H 2.067 2.262 4.277
H 3.827 2.133 4.296
H 2.843 0.674 4.392
*
```

## Properties
* expectation value of S²: 0.764
* energy relative to the best compared isomer or geometry (same formula, charge and spin): 0.000 eV
* HOMO-LUMO gap (alpha / beta): 5.95 / 5.86 eV
* HOMO (alpha / beta): -12.932 / -12.933 eV

---

Record 3
This record from the Open Molecules 2025 dataset describes C12H30F12Li4N6O32P2S12 as an isolated structure in a non-equilibrium geometry. The level of theory is ωB97M-V/def2-TZVPD.

```
! wB97M-V def2-TZVPD RIJCOSX def2/J DEFGRID3
* xyz -2 1
Li -1.484 1.705 2.157
Li -1.211 1.224 -2.609
Li 4.230 0.114 3.674
Li 0.522 3.235 2.598
N 4.828 -1.546 4.644
S 3.467 -2.513 4.689
O 3.325 -3.275 5.873
O 3.052 -2.911 3.399
F 2.507 -1.257 4.992
S 5.966 -2.620 4.461
O 6.033 -3.251 3.187
O 6.359 -3.387 5.592
F 7.168 -1.551 4.295
N -2.640 2.459 -1.983
S -3.218 2.862 -0.512
O -3.960 4.059 -0.429
O -2.438 2.535 0.650
F -4.390 1.802 -0.422
S -2.837 3.859 -2.803
O -2.183 5.044 -2.351
O -4.125 3.896 -3.400
F -1.893 3.435 -4.030
N 0.459 1.396 1.697
S 1.220 -0.014 1.904
O 2.448 0.058 2.620
O 0.966 -1.075 1.029
F 0.234 -0.504 3.080
S 0.769 1.523 0.066
O -0.123 0.795 -0.738
O 2.125 1.568 -0.286
F 0.351 3.050 -0.095
N -1.052 3.011 3.598
S -1.191 2.614 5.161
O -2.498 2.663 5.674
O -0.079 2.935 5.993
F -0.892 1.072 4.948
S -1.774 4.543 3.559
O -1.162 5.543 4.349
O -3.167 4.529 3.344
F -1.299 4.749 2.041
N -2.471 -0.215 -3.407
S -2.241 -0.950 -4.808
O -3.421 -1.604 -5.260
O -0.949 -1.488 -5.027
F -2.174 0.373 -5.701
S -2.685 -1.561 -2.456
O -1.585 -2.438 -2.216
O -3.995 -2.108 -2.411
F -2.564 -0.662 -1.111
N 6.320 -1.617 0.416
S 4.921 -1.868 -0.308
O 4.940 -1.844 -1.735
O 3.763 -1.430 0.407
F 4.794 -3.445 -0.001
S 6.207 0.006 0.591
O 5.397 0.531 1.648
O 6.418 0.785 -0.578
F 7.624 0.076 1.348
C 2.228 -2.785 -3.217
C 1.860 -1.312 -2.912
O 2.267 -0.521 -4.031
P 1.535 0.839 -4.358
O 0.557 1.207 -3.324
O 2.707 1.842 -4.612
C 3.682 2.069 -3.559
C 4.290 3.442 -3.624
O 0.890 0.652 -5.761
C 1.618 0.486 -6.961
C 1.405 1.653 -7.911
H 1.421 -3.510 -3.126
H 2.869 -2.852 -4.091
H 2.828 -3.119 -2.358
H 0.784 -1.377 -2.763
H 2.353 -1.049 -1.979
H 3.146 1.972 -2.610
H 4.392 1.252 -3.502
H 3.519 4.211 -3.658
H 4.943 3.520 -2.755
H 4.904 3.541 -4.524
H 2.688 0.313 -6.832
H 1.228 -0.387 -7.490
H 2.079 1.501 -8.765
H 0.424 1.608 -8.388
H 1.610 2.640 -7.503
C -1.326 -3.758 0.857
C -1.710 -3.013 2.098
O -2.708 -2.020 1.817
P -3.290 -1.005 2.838
O -2.631 0.303 2.795
O -4.841 -1.040 2.638
C -5.372 -0.710 1.335
C -6.854 -0.990 1.347
O -3.090 -1.724 4.230
C -3.893 -1.305 5.338
C -5.114 -2.196 5.478
H -0.890 -4.747 0.952
H -2.245 -3.888 0.269
H -0.722 -3.138 0.194
H -2.042 -3.663 2.913
H -0.850 -2.534 2.572
H -5.188 0.329 1.049
H -4.842 -1.256 0.549
H -7.376 -0.544 2.193
H -7.305 -0.770 0.383
H -6.981 -2.066 1.521
H -3.325 -1.437 6.260
H -4.140 -0.244 5.273
H -5.651 -2.061 6.423
H -5.804 -2.058 4.654
H -4.753 -3.217 5.632
*
```

## Properties
* energy relative to the best compared isomer or geometry (same formula, charge and spin): 0.000 eV
* HOMO-LUMO gap: 8.23 eV
* HOMO: -5.693 eV

---

Record 4
This record from the Open Molecules 2025 dataset describes C49H46As2F3I2NO3Rb as an isolated structure in a non-equilibrium geometry. The level of theory is ωB97M-V/def2-TZVPD.

```
! wB97M-V def2-TZVPD RIJCOSX def2/J DEFGRID3
* xyz -1 1
Rb -0.065 -0.219 -2.147
C 2.345 4.276 -2.199
C 1.519 4.051 -0.956
C 2.101 3.517 0.197
C 3.582 3.214 0.204
C 1.319 3.263 1.330
C 1.962 2.582 2.521
C -0.037 3.611 1.330
C -0.882 3.505 2.583
C -0.625 4.118 0.166
C -2.110 4.394 0.109
C 0.155 4.355 -0.969
C -0.484 4.958 -2.198
H 2.669 5.319 -2.278
H 1.772 4.040 -3.093
H 3.232 3.648 -2.216
H 3.792 2.284 -0.333
H 3.971 3.112 1.214
H 4.140 4.017 -0.278
H 2.632 3.262 3.055
H 2.543 1.719 2.193
H 1.229 2.210 3.229
H -0.272 3.442 3.480
H -1.547 2.636 2.559
H -1.505 4.394 2.683
H -2.318 5.466 0.186
H -2.649 3.890 0.906
H -2.524 4.037 -0.834
H -0.904 4.183 -2.846
H 0.238 5.529 -2.776
H -1.295 5.632 -1.925
C 0.992 -3.892 0.788
C 0.650 -3.171 2.091
As -0.307 -1.446 1.833
C -2.062 -2.169 1.354
C -3.145 -2.191 2.229
C -4.376 -2.683 1.817
C -4.542 -3.153 0.523
C -3.476 -3.113 -0.364
C -2.249 -2.620 0.047
C -0.617 -1.059 3.745
C -0.575 0.286 4.110
C -0.730 0.678 5.431
C -0.907 -0.282 6.417
C -0.951 -1.625 6.070
C -0.816 -2.007 4.744
As 1.586 -2.590 -0.600
C 3.197 -2.040 0.366
C 3.376 -0.689 0.655
C 4.502 -0.251 1.338
C 5.460 -1.165 1.749
C 5.286 -2.517 1.480
C 4.163 -2.948 0.791
C 2.349 -3.889 -1.831
C 1.541 -4.924 -2.293
C 1.994 -5.799 -3.268
C 3.263 -5.643 -3.803
C 4.074 -4.608 -3.358
C 3.618 -3.738 -2.382
H 0.108 -4.405 0.402
H 1.756 -4.652 0.958
H 1.567 -2.906 2.623
H 0.060 -3.817 2.742
H -3.033 -1.808 3.235
H -5.211 -2.687 2.507
H -5.503 -3.533 0.202
H -3.605 -3.449 -1.386
H -1.435 -2.559 -0.667
H -0.417 1.022 3.329
H -0.707 1.728 5.696
H -1.009 0.016 7.453
H -1.090 -2.379 6.836
H -0.880 -3.057 4.485
H 2.624 0.025 0.333
H 4.640 0.804 1.542
H 6.348 -0.826 2.270
H 6.033 -3.230 1.806
H 4.041 -4.003 0.571
H 0.538 -5.039 -1.892
H 1.351 -6.594 -3.625
H 3.613 -6.314 -4.577
H 5.056 -4.465 -3.791
H 4.241 -2.913 -2.060
I -3.609 -1.005 -5.983
C -4.284 0.015 -4.268
C -5.536 0.608 -4.268
C -5.997 1.245 -3.138
I -7.935 2.103 -3.223
C -5.214 1.311 -1.970
C -5.620 1.906 -0.755
C -4.779 1.909 0.323
C -3.510 1.325 0.192
N -3.093 0.759 -0.915
C -3.913 0.722 -1.987
C -3.398 0.020 -3.164
O -2.271 -0.533 -3.165
H -6.152 0.564 -5.156
H -6.606 2.348 -0.693
H -5.081 2.356 1.261
H -2.813 1.316 1.027
F 2.013 1.887 -4.289
C 2.615 0.974 -3.506
F 3.927 1.280 -3.498
F 2.174 1.221 -2.233
C 2.307 -0.520 -3.971
O 2.397 -0.703 -5.175
O 2.009 -1.260 -3.012
*
```

## Properties
* energy relative to the best compared isomer or geometry (same formula, charge and spin): 1.041 eV
* HOMO-LUMO gap: 6.48 eV
* HOMO: -4.500 eV

---

Record 5
This record from the Open Molecules 2025 dataset describes one molecule with the formula C5H10 in a non-equilibrium geometry. The level of theory is ωB97M-V/def2-TZVPD.

```
! wB97M-V def2-TZVPD RIJCOSX def2/J DEFGRID3
* xyz 0 1
C -0.850 -0.737 0.659
C -1.306 0.532 -0.006
C 0.364 1.322 -0.404
C 1.391 0.233 -0.106
C 0.432 -1.160 0.008
H -0.824 -0.676 1.758
H -1.253 -1.723 0.356
H -1.688 0.389 -1.016
H -2.081 1.072 0.594
H 0.344 1.595 -1.472
H 0.384 2.212 0.225
H 1.906 0.382 0.853
H 2.114 0.003 -0.900
H 0.842 -2.051 0.524
H 0.197 -1.436 -1.038
*
```

## Properties
* energy relative to the best compared isomer or geometry (same formula, charge and spin): 1.812 eV
* HOMO-LUMO gap: 11.21 eV
* SMILES: C1CCCC1
* HOMO: -9.960 eV

---

Record 6
This record from the Open Molecules 2025 dataset describes one molecule with the formula C6H7Cl2NOS in a non-equilibrium geometry. The level of theory is ωB97M-V/def2-TZVPD.

```
! wB97M-V def2-TZVPD RIJCOSX def2/J DEFGRID3
* xyz 0 1
C 0.630 -1.113 -0.203
C 0.276 -0.211 -1.449
C 1.154 0.988 0.530
C -2.001 0.210 0.377
C 0.411 -0.255 1.090
C 0.256 1.286 -0.736
N -2.698 -0.686 0.563
O -3.330 -1.596 0.841
S -1.460 1.804 -0.153
Cl 1.265 -1.100 2.445
Cl 0.925 2.474 -1.866
H 0.220 -2.104 -0.239
H 1.687 -0.941 -0.111
H 0.954 -0.350 -2.285
H -0.713 -0.492 -1.766
H 1.073 1.785 1.263
H 2.113 0.742 0.391
H -0.762 -0.441 1.306
*
```

## Properties
* energy relative to the best compared isomer or geometry (same formula, charge and spin): 1.994 eV
* HOMO-LUMO gap: 9.52 eV
* HOMO: -9.196 eV

---

Record 7
This record from the Open Molecules 2025 dataset describes one molecule with the formula C3H4NO4P in a non-equilibrium geometry. The level of theory is ωB97M-V/def2-TZVPD.

```
! wB97M-V def2-TZVPD RIJCOSX def2/J DEFGRID3
* xyz 0 1
C 0.573 0.965 -0.050
C -0.927 -0.793 0.036
C -1.606 0.663 -0.002
N 0.434 -0.311 0.137
O 1.713 1.318 0.065
O 3.007 -0.748 1.139
O -0.515 1.556 -0.184
O 1.955 -0.944 -1.366
P 2.157 -0.573 0.000
H -1.296 -1.351 0.997
H -1.174 -1.428 -0.794
H -2.201 0.754 -0.822
H -2.120 0.892 0.843
*
```

## Properties
* energy relative to the best compared isomer or geometry (same formula, charge and spin): 0.000 eV
* HOMO-LUMO gap: 10.38 eV
* HOMO: -9.962 eV